# 1
# C20H28N3O8

An isolated ion of composition C20H28N3O8 and charge -1 at a distorted geometry (wB97M-V/def2-TZVPD, the Open Molecules 2025 dataset).

Calculated values
**Largest force on an atom**: 5.7 eV Å⁻¹
**Gap between HOMO and LUMO**: 4.382 eV
**HOMO**: -0.1062 Ha
**Charge**: -1

Each atom is followed by the atoms it is bonded to, with distances in Å.
CARTESIAN COORDINATES (ANGSTROEM)
1 C 4.501 -0.321 1.621  C2 1.513, H17 1.097, H18 1.098, H19 1.094
2 C 3.789 -1.384 0.814  C1 1.513, C3 1.509, C4 1.517, O5 1.494
3 C 4.350 -1.463 -0.586  C2 1.509, H20 1.098, H21 1.093, H22 1.097
4 C 3.920 -2.723 1.515  C2 1.517, H23 1.096, H24 1.099, H25 1.098
5 O 2.324 -1.094 0.777  C2 1.494, C6 1.348
6 C 1.897 -0.049 0.041  O5 1.348, N7 1.497, O16 1.214
7 N 0.419 0.189 0.085  C6 1.497, N8 1.321, C39 1.433
8 N 0.291 1.481 0.328  N7 1.321, C9 1.359
9 C -0.884 2.154 0.204  N8 1.359, O10 1.233, O11 1.369
10 O -2.036 1.766 -0.001  C9 1.233
11 O -0.629 3.489 0.377  C9 1.369, C12 1.481
12 C -1.829 4.355 0.449  O11 1.481, C13 1.518, C14 1.518, C15 1.520
13 C -2.640 4.045 1.695  C12 1.518, H26 1.096, H27 1.096, H28 1.095
14 C -2.686 4.265 -0.800  C12 1.518, H29 1.097, H30 1.092, H31 1.097
15 C -1.212 5.741 0.545  C12 1.520, H32 1.094, H33 1.092, H34 1.093
16 O 2.599 0.691 -0.617  C6 1.214
17 H 4.114 -0.299 2.648  C1 1.097
18 H 5.573 -0.553 1.671  C1 1.098
19 H 4.375 0.655 1.141  C1 1.094
20 H 3.832 -2.239 -1.165  C3 1.098
21 H 4.240 -0.491 -1.074  C3 1.093
22 H 5.415 -1.723 -0.533  C3 1.097
23 H 3.375 -3.503 0.972  C4 1.096
24 H 4.977 -3.018 1.559  C4 1.099
25 H 3.546 -2.659 2.546  C4 1.098
26 H -2.015 4.152 2.589  C13 1.096
27 H -3.490 4.729 1.790  C13 1.096
28 H -3.033 3.023 1.660  C13 1.095
29 H -2.090 4.485 -1.694  C14 1.097
30 H -3.109 3.263 -0.898  C14 1.092
31 H -3.516 4.981 -0.761  C14 1.097
32 H -0.588 5.918 -0.335  C15 1.094
33 H -1.964 6.532 0.602  C15 1.092
34 H -0.579 5.795 1.434  C15 1.093
35 C -5.133 0.381 0.897  C36 1.508, H50 1.095, H51 1.096, H52 1.097
36 C -4.304 -0.155 -0.243  C35 1.508, O37 1.483, H53 1.098, H54 1.093
37 O -2.990 -0.599 0.282  C36 1.483, C38 1.347
38 C -1.944 -0.430 -0.550  O37 1.347, C39 1.551, O49 1.220
39 C -0.592 -0.827 0.099  N7 1.433, C38 1.551, C40 1.518, H55 1.098
40 C -0.043 -2.057 -0.603  C39 1.518, C41 1.405, C48 1.409
41 C -0.286 -2.324 -1.961  C40 1.405, C42 1.394, H56 1.087
42 C 0.233 -3.460 -2.581  C41 1.394, C43 1.402, H57 1.085
43 C 1.089 -4.301 -1.856  C42 1.402, N44 1.423, C47 1.408
44 N 1.922 -5.245 -2.519  C43 1.423, O45 1.258, O46 1.250
45 O 2.840 -5.795 -1.858  N44 1.258
46 O 1.725 -5.475 -3.732  N44 1.250
47 C 1.331 -4.052 -0.491  C43 1.408, C48 1.385, H58 1.087
48 C 0.725 -2.977 0.137  C40 1.409, C47 1.385, H59 1.094
49 O -2.034 -0.092 -1.718  C38 1.220
50 H -6.118 0.676 0.521  C35 1.095
51 H -5.285 -0.355 1.695  C35 1.096
52 H -4.655 1.271 1.326  C35 1.097
53 H -4.770 -1.029 -0.716  C36 1.098
54 H -4.119 0.622 -0.989  C36 1.093
55 H -0.750 -1.078 1.156  C39 1.098
56 H -0.903 -1.657 -2.559  C41 1.087
57 H 0.029 -3.671 -3.625  C42 1.085
58 H 2.017 -4.690 0.060  C47 1.087
59 H 0.779 -2.875 1.225  C48 1.094

=====

# 2
# C27H51Br20FO5S

A 11-piece molecular cluster, C27H51Br20FO5S overall at a distorted geometry (wB97M-V/def2-TZVPD, the Open Molecules 2025 dataset).

Calculated values
**Largest force on an atom**: 5.4 eV Å⁻¹
**Gap between HOMO and LUMO**: 9.207 eV
**HOMO**: -0.3363 Ha
**SMILES string**: CCC[C@]1(CC(=O)F)COS(=O)(=O)O1.BrCCBr.BrCCBr.BrCCBr.BrCCBr.BrCCBr.BrCCBr.BrCCBr.BrCCBr.BrCCBr.BrCCBr
**Charge**: 0

Each atom is followed by the atoms it is bonded to, with distances in Å.
CARTESIAN COORDINATES (ANGSTROEM)
1 C -6.968 -1.879 -5.359  C2 1.630, H15 1.150, H16 1.156, H17 1.136
2 C -7.608 -2.226 -6.818  C1 1.630, C3 1.604, H18 1.160, H19 1.144
3 C -9.065 -1.593 -7.040  C2 1.604, C4 1.624, H20 1.158, H21 1.157
4 C -10.224 -2.302 -6.152  C3 1.624, C5 1.608, C9 1.635, O14 1.466
5 C -10.182 -3.909 -6.184  C4 1.608, C6 1.597, H22 1.156, H23 1.152
6 C -9.539 -4.591 -4.890  C5 1.597, O7 1.254, F8 1.418
7 O -8.550 -5.342 -5.063  C6 1.254
8 F -10.011 -4.445 -3.560  C6 1.418
9 C -11.770 -1.918 -6.518  C4 1.635, O10 1.473, H24 1.153, H25 1.157
10 O -12.510 -1.600 -5.284  C9 1.473, S11 1.682
11 S -11.423 -0.858 -4.236  O10 1.682, O12 1.500, O13 1.507, O14 1.682
12 O -11.611 0.605 -4.508  S11 1.500
13 O -11.382 -1.320 -2.802  S11 1.507
14 O -10.058 -1.611 -4.869  C4 1.466, S11 1.682
15 H -6.878 -0.734 -5.294  C1 1.150
16 H -7.616 -2.294 -4.497  C1 1.156
17 H -5.964 -2.405 -5.283  C1 1.136
18 H -6.889 -1.723 -7.577  C2 1.160
19 H -7.578 -3.355 -7.006  C2 1.144
20 H -8.984 -0.479 -6.733  C3 1.158
21 H -9.342 -1.567 -8.164  C3 1.157
22 H -9.556 -4.206 -7.110  C5 1.156
23 H -11.209 -4.401 -6.351  C5 1.152
24 H -12.415 -2.745 -6.996  C9 1.153
25 H -11.856 -1.090 -7.322  C9 1.157
26 Br -8.141 -2.231 -1.431  C27 1.950
27 C -6.305 -2.460 -0.816  Br26 1.950, C28 1.508, H30 1.090, H31 1.091
28 C -5.399 -1.398 -1.388  C27 1.508, Br29 1.950, H32 1.092, H33 1.090
29 Br -4.964 -1.770 -3.252  C28 1.950
30 H -6.004 -3.473 -1.083  C27 1.090
31 H -6.357 -2.376 0.271  C27 1.091
32 H -4.439 -1.390 -0.868  C28 1.092
33 H -5.832 -0.398 -1.356  C28 1.090
34 Br -2.456 -1.251 0.647  C35 1.949
35 C -1.255 0.284 0.684  Br34 1.949, C36 1.509, H38 1.090, H39 1.091
36 C -2.009 1.573 0.468  C35 1.509, Br37 1.949, H40 1.092, H41 1.090
37 Br -2.475 1.812 -1.410  C36 1.949
38 H -0.484 0.103 -0.065  C35 1.090
39 H -0.802 0.265 1.677  C35 1.091
40 H -1.382 2.431 0.717  C36 1.092
41 H -2.938 1.630 1.035  C36 1.090
42 Br 2.044 -0.819 0.592  C43 1.950
43 C 3.243 0.718 0.629  Br42 1.950, C44 1.508, H46 1.090, H47 1.091
44 C 2.487 2.005 0.414  C43 1.508, Br45 1.950, H48 1.092, H49 1.091
45 Br 2.019 2.245 -1.464  C44 1.950
46 H 4.013 0.539 -0.120  C43 1.090
47 H 3.697 0.700 1.621  C43 1.091
48 H 3.113 2.864 0.663  C44 1.092
49 H 1.559 2.060 0.982  C44 1.091
50 Br 6.926 0.823 0.997  C51 1.948
51 C 7.377 2.287 2.201  Br50 1.948, C52 1.507, H54 1.090, H55 1.090
52 C 6.157 2.805 2.918  C51 1.507, Br53 1.950, H56 1.090, H57 1.091
53 Br 5.069 3.926 1.751  C52 1.950
54 H 7.880 3.047 1.602  C51 1.090
55 H 8.087 1.862 2.910  C51 1.090
56 H 6.445 3.454 3.745  C52 1.090
57 H 5.507 2.013 3.293  C52 1.091
58 Br 7.165 3.040 6.504  C59 1.949
59 C 8.337 4.596 6.537  Br58 1.949, C60 1.509, H62 1.090, H63 1.091
60 C 7.557 5.873 6.343  C59 1.509, Br61 1.949, H64 1.091, H65 1.090
61 Br 7.057 6.121 4.475  C60 1.949
62 H 9.099 4.436 5.774  C59 1.090
63 H 8.806 4.578 7.522  C59 1.091
64 H 8.172 6.740 6.590  C60 1.091
65 H 6.637 5.909 6.926  C60 1.090
66 Br 2.721 2.467 4.117  C67 1.950
67 C 3.184 3.932 5.317  Br66 1.950, C68 1.509, H70 1.091, H71 1.092
68 C 1.967 4.453 6.042  C67 1.509, Br69 1.949, H72 1.091, H73 1.090
69 Br 0.876 5.573 4.878  C68 1.949
70 H 3.685 4.691 4.714  C67 1.091
71 H 3.898 3.506 6.024  C67 1.092
72 H 2.261 5.103 6.868  C68 1.091
73 H 1.319 3.663 6.420  C68 1.090
74 Br 10.652 1.018 2.040  C75 1.952
75 C 11.246 0.233 3.726  Br74 1.952, C76 1.509, H78 1.090, H79 1.091
76 C 10.212 -0.704 4.301  C75 1.509, Br77 1.950, H80 1.092, H81 1.089
77 Br 8.746 0.273 5.138  C76 1.950
78 H 11.494 1.060 4.391  C75 1.090
79 H 12.158 -0.312 3.475  C75 1.091
80 H 10.643 -1.305 5.104  C76 1.092
81 H 9.769 -1.364 3.557  C76 1.089
82 Br -5.879 0.535 -7.747  C83 1.949
83 C -4.033 0.742 -8.336  Br82 1.949, C84 1.508, H86 1.090, H87 1.091
84 C -3.500 -0.541 -8.923  C83 1.508, Br85 1.949, H88 1.091, H89 1.090
85 Br -3.055 -1.827 -7.527  C84 1.949
86 H -3.462 1.092 -7.476  C83 1.090
87 H -4.061 1.528 -9.092  C83 1.091
88 H -2.563 -0.362 -9.454  C84 1.091
89 H -4.204 -1.033 -9.595  C84 1.090
90 Br 2.357 1.168 8.777  C91 1.949
91 C 1.122 0.754 7.327  Br90 1.949, C92 1.508, H94 1.090, H95 1.092
92 C 1.154 -0.714 6.980  C91 1.508, Br93 1.949, H96 1.091, H97 1.090
93 Br 2.738 -1.158 5.936  C92 1.949
94 H 1.386 1.399 6.489  C91 1.090
95 H 0.137 1.038 7.703  C91 1.092
96 H 0.309 -0.975 6.341  C92 1.091
97 H 1.156 -1.365 7.855  C92 1.090
98 Br 9.158 -2.570 1.306  C99 1.949
99 C 10.155 -4.150 1.861  Br98 1.949, C100 1.509, H102 1.090, H103 1.091
100 C 9.518 -5.413 1.337  C99 1.509, Br101 1.949, H104 1.091, H105 1.090
101 Br 7.933 -5.885 2.368  C100 1.949
102 H 10.220 -4.119 2.949  C99 1.090
103 H 11.153 -4.019 1.439  C99 1.091
104 H 10.194 -6.261 1.451  C100 1.091
105 H 9.208 -5.338 0.294  C100 1.090